1.
{"formula": "C40H35MnN5OS2Si", "method": "the ωB97M-V functional and the def2-TZVPD basis", "symbols": ["Mn", "C", "C", "N", "N", "C", "S", "S", "C", "C", "C", "C", "C", "C", "C", "C", "C", "C", "C", "C", "C", "O", "H", "H", "H", "H", "H", "H", "H", "H", "H", "H", "H", "H", "H", "H", "N", "C", "C", "C", "C", "C", "C", "C", "C", "C", "C", "C", "C", "N", "C", "C", "C", "C", "N", "H", "H", "H", "H", "H", "H", "H", "H", "H", "H", "C", "Si", "C", "C", "C", "C", "C", "C", "C", "H", "H", "H", "H", "H", "H", "H", "H", "H", "H", "H"], "positions_angstrom": [[0.05480, -0.79398, -0.29559], [3.63917, 0.21290, 1.98118], [2.72610, -0.30914, 0.90716], [1.45063, -0.03505, 0.92655], [1.03827, 0.76411, 1.99412], [-0.20416, 1.08282, 1.98762], [-1.39383, 0.66376, 0.80690], [-0.85085, 2.09886, 3.26542], [0.65986, 2.73542, 4.04137], [1.19209, 3.95265, 3.33935], [0.59332, 5.19398, 3.54477], [1.04329, 6.31761, 2.86985], [2.10383, 6.21598, 1.97761], [2.71065, 4.98611, 1.77242], [2.25637, 3.86201, 2.44970], [3.32175, -1.13378, -0.13804], [4.71881, -1.34407, -0.11736], [5.36933, -2.07097, -1.08089], [4.63337, -2.63615, -2.12781], [3.27393, -2.47705, -2.17362], [2.58291, -1.74052, -1.18635], [1.28322, -1.66927, -1.32434], [3.12295, 0.89641, 2.63688], [4.50583, 0.70690, 1.54282], [4.00635, -0.62522, 2.58044], [1.39268, 1.93213, 4.08748], [0.36137, 2.97425, 5.06317], [-0.23700, 5.27922, 4.23924], [0.56678, 7.27561, 3.04057], [2.45365, 7.09250, 1.44523], [3.54393, 4.89820, 1.08456], [2.72557, 2.89905, 2.27663], [5.31166, -0.92555, 0.68460], [6.44137, -2.20747, -1.02542], [5.13667, -3.20391, -2.90111], [2.67578, -2.90546, -2.96737], [-9.18168, -4.72259, 1.50533], [-8.12925, -4.32739, 1.25964], [-6.81339, -3.83502, 0.95939], [-5.89797, -4.65566, 0.30180], [-4.63002, -4.17671, 0.02079], [-4.26899, -2.88610, 0.39365], [-5.18566, -2.07196, 1.04949], [-6.45836, -2.54054, 1.33182], [-2.89010, -2.39000, 0.12119], [-1.96690, -2.51988, 1.15247], [-2.15216, -3.13866, 2.41634], [-0.94276, -3.08508, 3.06723], [-0.05379, -2.42361, 2.19091], [-0.64807, -2.09222, 1.05229], [-2.60816, -1.90775, -1.15860], [-3.39700, -2.10713, -2.32162], [-2.58934, -1.82393, -3.40340], [-1.34242, -1.43889, -2.86984], [-1.35142, -1.45495, -1.54271], [-6.18406, -5.65820, 0.01335], [-3.91016, -4.80231, -0.49328], [-4.89754, -1.06657, 1.33379], [-7.17843, -1.91135, 1.83792], [-3.06753, -3.59309, 2.76918], [-0.70202, -3.47348, 4.04568], [0.98442, -2.17867, 2.36582], [-4.41438, -2.47001, -2.33894], [-2.84250, -1.89833, -4.45112], [-0.44275, -1.16019, -3.39676], [0.54216, 2.96461, -0.31469], [-0.18065, 1.53534, -1.29124], [-1.83335, 1.95556, -2.05110], [1.09847, 1.22076, -2.64576], [0.76513, 1.12148, -3.99796], [1.74277, 0.95462, -4.96976], [3.08031, 0.87864, -4.60580], [3.43668, 0.99189, -3.26791], [2.45454, 1.16917, -2.30539], [0.80042, 3.74057, -1.04717], [1.45701, 2.71088, 0.22561], [-0.16965, 3.38148, 0.40052], [-1.68993, 2.82046, -2.71051], [-2.54810, 2.23948, -1.27664], [-2.26356, 1.14461, -2.63882], [-0.27444, 1.19281, -4.30784], [1.46009, 0.88711, -6.01383], [3.84318, 0.73679, -5.36241], [4.47814, 0.93732, -2.97400], [2.75275, 1.26380, -1.26488]], "forces_ev_per_angstrom": [[0.1147, -0.4873, -0.2684], [0.0859, -0.0897, 0.0979], [0.0779, -0.0765, -0.0336], [-0.1231, 0.0595, -0.1653], [-0.0243, -0.0773, -0.0818], [-0.0156, 0.1579, 0.1975], [-0.1802, 0.0772, 0.0033], [-0.0009, -0.0943, 0.0105], [0.0884, 0.0453, 0.1748], [0.0124, 0.0309, -0.0343], [-0.0056, 0.0197, 0.0034], [-0.0158, 0.0022, 0.0021], [0.0047, -0.0054, -0.0298], [0.0440, 0.0195, 0.0377], [0.0896, -0.0141, 0.0600], [-0.0767, -0.0860, 0.0072], [0.0895, -0.0012, 0.0279], [0.0788, 0.0064, 0.0299], [-0.0591, -0.0202, -0.0608], [0.0240, 0.0361, 0.0408], [-0.0112, -0.0317, -0.0351], [0.3424, -0.2375, 0.0177], [-0.0284, 0.0054, 0.0408], [-0.0557, 0.0305, 0.0184], [0.0283, 0.0376, -0.0508], [-0.0555, 0.0019, -0.0349], [-0.0134, 0.0284, -0.0200], [0.0333, -0.0138, -0.0425], [0.0179, -0.0349, -0.0068], [-0.0073, -0.0357, 0.0331], [-0.0479, 0.0078, 0.0079], [-0.0505, 0.1224, 0.0371], [-0.0477, -0.0306, -0.0763], [-0.0237, 0.0101, -0.0038], [-0.0111, -0.0002, 0.0161], [0.0049, 0.0012, 0.0127], [0.1925, 0.0751, -0.0540], [-0.2594, -0.1070, 0.0630], [0.0822, 0.0049, -0.0199], [-0.0114, 0.0411, -0.0037], [-0.0358, -0.0134, -0.0289], [0.0332, -0.0457, -0.0031], [-0.0208, 0.0559, -0.0074], [0.0407, -0.0012, -0.0298], [-0.0054, 0.0314, 0.0446], [0.0344, 0.0863, -0.1246], [-0.0961, -0.0875, 0.0292], [0.0469, -0.0502, 0.1040], [-0.0064, -0.0113, -0.0343], [0.0221, 0.1471, 0.2487], [-0.0289, -0.0476, 0.0087], [-0.0230, -0.0145, -0.0163], [-0.0487, -0.0048, -0.0683], [0.0549, 0.0807, -0.0207], [-0.0887, -0.0464, 0.0216], [-0.0035, 0.0111, 0.0183], [-0.0232, 0.0081, 0.0357], [-0.0004, -0.0447, 0.0088], [0.0198, -0.0128, -0.0038], [0.0706, 0.0593, -0.0458], [-0.0115, 0.0282, -0.0819], [-0.0370, -0.0115, 0.0061], [0.0665, 0.0294, 0.0116], [0.0345, 0.0118, 0.0939], [-0.0041, 0.0438, -0.0334], [-0.0209, 0.0730, -0.2369], [-0.1383, 0.4506, 0.3189], [0.0390, 0.1821, -0.0901], [0.0609, -0.0961, 0.0729], [-0.1748, 0.0007, -0.0337], [0.0327, 0.0025, -0.0102], [0.0036, -0.0081, 0.0236], [-0.0274, 0.0267, -0.0265], [0.0162, 0.0585, 0.0532], [-0.0081, -0.0461, 0.0989], [-0.1436, -0.0198, -0.1363], [0.0464, -0.0080, -0.0244], [-0.0273, -0.0904, 0.0069], [0.0645, -0.0188, -0.0648], [0.0181, -0.0506, 0.0048], [0.0672, -0.0552, 0.0459], [0.0030, 0.0000, 0.0338], [-0.0306, 0.0090, 0.0293], [-0.0168, -0.0072, 0.0020], [-0.0411, 0.0178, -0.1186]], "de_lowest_kj_mol": 52.3, "s_squared": 1.13, "gap_ev": [6.612, 6.572], "homo_energy_ev": [-7.66, -7.45], "charge": 0, "spin_multiplicity": 2, "e_tot_ha": -4131.1831}

=====

2.
{"formula": "C22H44N3RuS2Si5Te", "method": "the ωB97M-V functional and the def2-TZVPD basis", "symbols": ["Ru", "C", "S", "C", "S", "N", "N", "C", "C", "C", "C", "C", "C", "N", "H", "H", "H", "H", "H", "H", "H", "H", "C", "Si", "C", "C", "C", "C", "H", "H", "H", "H", "H", "H", "H", "H", "H", "C", "Si", "C", "C", "Si", "Te", "Si", "C", "C", "C", "Si", "C", "C", "C", "H", "H", "H", "H", "H", "H", "H", "H", "H", "H", "H", "H", "H", "H", "H", "H", "H", "H", "H", "H", "H", "H", "H", "H", "H", "H", "H"], "positions_angstrom": [[-0.07067, -0.53840, 0.30602], [4.39158, 2.02167, -1.13060], [3.44302, 2.64860, 0.27735], [1.97633, 1.68441, 0.13381], [2.11201, -0.05164, -0.01282], [0.84647, 2.30105, 0.19133], [-0.21859, 1.43982, 0.16335], [-1.42156, 1.96468, 0.20060], [-2.51481, 1.04362, 0.12145], [-3.85409, 1.43116, 0.14025], [-4.83196, 0.46373, 0.04551], [-4.45923, -0.87424, -0.06148], [-3.11937, -1.19444, -0.06786], [-2.15835, -0.26543, 0.01795], [5.35184, 2.53163, -1.08226], [3.89927, 2.27426, -2.06603], [4.56128, 0.95083, -1.05757], [-1.54326, 3.03664, 0.28121], [-4.10721, 2.47853, 0.22772], [-5.87685, 0.74215, 0.05474], [-5.19626, -1.66064, -0.13649], [-2.78160, -2.22065, -0.12883], [0.81222, -2.21474, 6.09738], [0.08370, -0.71891, 5.24990], [-1.66731, -0.40702, 5.82574], [1.17441, 0.78444, 5.44504], [-0.01422, -1.03160, 3.41001], [-0.06256, -1.02766, 2.17824], [0.86907, -2.04310, 7.17428], [1.81935, -2.42817, 5.73614], [0.19272, -3.09877, 5.93444], [-1.68886, -0.23698, 6.90446], [-2.31179, -1.26041, 5.60745], [-2.09249, 0.47275, 5.33987], [1.28987, 1.02775, 6.50393], [0.74566, 1.65477, 4.94591], [2.16792, 0.60954, 5.02959], [2.10802, -5.84938, -2.85922], [2.11942, -5.79582, -0.98497], [3.45995, -4.63379, -0.36885], [2.35340, -7.51177, -0.25989], [0.01266, -5.02737, -0.20044], [0.18071, -2.67238, -1.14624], [-0.27562, -5.04769, 2.13600], [-1.80701, -4.06207, 2.58957], [-0.51946, -6.84843, 2.61979], [1.28694, -4.36086, 2.90936], [-1.78153, -5.94693, -1.45599], [-3.41660, -5.47550, -0.65670], [-1.73874, -5.36888, -3.23862], [-1.53077, -7.80489, -1.35471], [3.10989, -6.08486, -3.22721], [1.80975, -4.89540, -3.29862], [1.43076, -6.62060, -3.23183], [4.43294, -4.95937, -0.74595], [3.51229, -4.61438, 0.72076], [3.30331, -3.60890, -0.71481], [3.29710, -7.93591, -0.61340], [1.55389, -8.19537, -0.55053], [2.39508, -7.48228, 0.83071], [-2.70677, -4.51248, 2.16581], [-1.73045, -3.03033, 2.24712], [-1.93050, -4.03911, 3.67640], [-1.43841, -7.25617, 2.19247], [-0.59628, -6.93824, 3.70651], [0.31161, -7.47745, 2.29549], [1.50988, -3.35956, 2.53725], [2.14299, -5.00744, 2.70416], [1.17673, -4.29666, 3.99366], [-3.53935, -4.39445, -0.56297], [-3.51463, -5.91071, 0.33945], [-4.24293, -5.85083, -1.26594], [-1.80432, -4.28252, -3.32558], [-2.58806, -5.79574, -3.77860], [-0.82647, -5.68781, -3.74508], [-1.50116, -8.16005, -0.32280], [-0.60520, -8.11058, -1.84640], [-2.35511, -8.31661, -1.85880]], "forces_ev_per_angstrom": [[-0.2517, 0.2626, 0.3160], [0.0653, -0.0804, 0.0657], [-0.1687, 0.0551, -0.0955], [0.1662, 0.0039, -0.0238], [0.0704, -0.0751, -0.0647], [-0.0145, 0.0514, 0.1053], [-0.0408, 0.1365, -0.0786], [0.1449, 0.0027, 0.0037], [-0.0975, -0.0663, -0.0386], [0.0442, -0.0147, -0.0035], [-0.0083, -0.0316, -0.0025], [-0.0126, 0.0036, -0.0036], [0.0206, 0.0167, 0.0381], [0.0034, -0.0565, -0.0023], [-0.0110, 0.0163, 0.0097], [-0.0156, -0.0102, 0.0065], [0.0053, 0.0046, 0.0049], [0.0006, 0.0044, -0.0046], [0.0218, 0.0038, -0.0021], [0.0011, -0.0027, 0.0008], [-0.0030, 0.0063, 0.0031], [-0.0046, -0.0011, -0.0038], [-0.0409, 0.0334, -0.0959], [-0.0577, -0.0080, -0.0068], [0.0935, 0.0059, -0.0032], [-0.0657, -0.0643, 0.0497], [0.0157, 0.1263, 0.0848], [0.1426, -0.0366, 0.1748], [0.0010, 0.0175, -0.0032], [0.0003, -0.0042, -0.0009], [0.0047, -0.0038, 0.0101], [0.0018, -0.0008, -0.0041], [0.0108, -0.0050, -0.0011], [0.0070, -0.0045, -0.0111], [0.0052, 0.0049, -0.0071], [-0.0085, -0.0132, -0.0141], [-0.0056, -0.0162, -0.0063], [-0.0094, -0.0196, 0.0540], [0.0062, -0.0317, 0.0681], [-0.0444, -0.0359, -0.0511], [0.0526, 0.0615, -0.0526], [0.0007, 0.0636, 0.0580], [-0.0544, -0.2846, -0.4856], [0.0117, -0.0357, 0.0290], [0.0404, -0.0489, -0.0050], [0.0023, 0.0679, -0.0288], [-0.0562, -0.0277, -0.0206], [0.0581, -0.0142, 0.0057], [0.0528, -0.0258, -0.0290], [-0.0107, -0.0061, 0.0565], [-0.0644, 0.0611, -0.0514], [-0.0015, -0.0062, 0.0081], [0.0048, 0.0060, 0.0170], [-0.0050, 0.0045, 0.0094], [-0.0030, -0.0154, 0.0112], [-0.0179, -0.0006, -0.0009], [-0.0073, -0.0084, -0.0118], [-0.0052, -0.0010, 0.0033], [-0.0098, 0.0157, -0.0012], [-0.0037, 0.0157, -0.0004], [0.0137, -0.0252, -0.0117], [-0.0114, 0.0033, 0.0056], [0.0176, 0.0093, -0.0066], [0.0049, 0.0063, -0.0060], [0.0012, 0.0181, -0.0021], [0.0020, 0.0057, -0.0063], [-0.0018, -0.0069, 0.0019], [-0.0230, -0.0219, -0.0181], [-0.0066, 0.0101, 0.0343], [0.0159, 0.0026, -0.0249], [0.0141, -0.0046, 0.0003], [0.0000, -0.0029, 0.0054], [-0.0141, -0.0040, 0.0189], [0.0106, -0.0124, -0.0010], [0.0040, 0.0016, 0.0160], [0.0096, 0.0159, 0.0043], [0.0035, 0.0151, 0.0025], [0.0038, -0.0046, 0.0099]], "de_lowest_kj_mol": 47.0, "s_squared": 6.07, "gap_ev": [6.155, 6.077], "homo_energy_ev": [-9.80, -11.10], "charge": 1, "spin_multiplicity": 5, "e_tot_ha": -3635.5373}

=====

3.
{"formula": "C5H10O2", "method": "the ωB97M-V functional and the def2-TZVPD basis", "symbols": ["C", "O", "C", "C", "C", "C", "O", "H", "H", "H", "H", "H", "H", "H", "H", "H", "H"], "positions_angstrom": [[-0.24305, 2.31013, -0.76521], [0.02510, 1.09338, -0.10529], [-0.06690, -0.02282, -0.97906], [0.10835, -1.32332, -0.22899], [1.09490, -1.30228, 0.89555], [-0.40595, -1.45312, 1.16435], [-1.23606, -0.47626, 1.69644], [0.49030, 2.49703, -1.56254], [-0.17713, 3.10799, -0.02232], [-1.25071, 2.30560, -1.20557], [-1.03082, 0.00509, -1.50570], [0.74028, 0.03992, -1.72520], [0.10210, -2.17801, -0.89783], [1.70013, -2.20600, 0.99913], [1.52608, -0.38912, 1.26737], [-0.36913, -2.35907, 1.74019], [-1.00748, 0.35086, 1.23467]], "forces_ev_per_angstrom": [[-0.0350, 0.1971, -0.1002], [-0.0540, -0.0902, -0.0017], [-0.0766, -0.1518, -0.2300], [0.0933, -0.0109, -0.2076], [0.2583, 0.3219, 0.2693], [1.1165, -0.2340, 0.4061], [0.3064, 0.1686, 0.1358], [-0.0914, -0.0381, 0.1077], [-0.0026, -0.1178, -0.1144], [0.1369, 0.0216, 0.0546], [0.0228, 0.0028, 0.0278], [-0.1778, 0.0487, 0.0010], [0.0659, 0.0239, 0.0379], [-0.2266, 0.3486, 0.3200], [0.3248, 0.3017, -0.4972], [-1.5768, -0.6800, -0.4553], [-0.0842, -0.1121, 0.2465]], "de_lowest_kj_mol": 294.8, "gap_ev": 9.720, "homo_energy_ev": -8.81, "smiles": "COC[C@H]1C[C@H]1O", "charge": 0, "e_tot_ha": -346.9131}

=====

4.
{"formula": "C8H13Cl12O3P", "method": "the ωB97M-V functional and the def2-TZVPD basis", "symbols": ["C", "C", "P", "C", "O", "C", "O", "O", "H", "H", "H", "H", "H", "H", "H", "H", "H", "Cl", "C", "Cl", "Cl", "H", "Cl", "C", "Cl", "Cl", "H", "Cl", "C", "Cl", "Cl", "H", "Cl", "C", "Cl", "Cl", "H"], "positions_angstrom": [[0.89607, -1.02099, -1.27246], [-0.11776, -0.40820, -0.29252], [0.75804, 0.60895, 0.94952], [-0.64116, 1.19824, 1.98492], [1.30041, 2.02243, 0.15228], [0.67395, 2.60228, -0.88116], [-0.37722, 2.31258, -1.38546], [1.41823, 3.63156, -1.35284], [0.44375, -1.28884, -2.21925], [1.71144, -0.31754, -1.42786], [1.32913, -1.90175, -0.81006], [-0.93434, 0.10784, -0.78771], [-0.56506, -1.19068, 0.32247], [-0.25735, 1.56545, 2.92791], [-1.27253, 0.32674, 2.13337], [-1.19351, 1.97492, 1.46571], [2.33503, 3.45866, -1.12388], [1.55862, -4.47061, 0.39449], [2.42739, -5.12177, -0.99435], [1.32608, -5.42032, -2.33918], [3.72075, -4.02042, -1.47719], [2.87071, -6.06436, -0.70529], [-5.43882, 0.80306, 0.02419], [-4.79934, 2.44618, -0.10672], [-5.09593, 3.35947, 1.38083], [-3.08403, 2.41356, -0.48427], [-5.32184, 2.94632, -0.91028], [-3.83003, 0.93708, 4.64761], [-5.41502, 0.66013, 3.92335], [-5.57872, -1.01095, 3.38935], [-6.70453, 1.09454, 5.04571], [-5.49847, 1.29566, 3.05301], [5.88362, 0.83166, -2.51738], [6.71002, -0.70953, -2.74995], [8.09584, -0.84834, -1.66960], [5.59413, -2.05839, -2.51951], [7.07243, -0.74461, -3.76782]], "forces_ev_per_angstrom": [[-0.1172, 0.2358, 0.5879], [0.0142, 0.1067, -0.1866], [0.3290, -0.5294, 0.6869], [0.4480, 0.1593, -0.7387], [-0.5353, -0.2495, -0.2761], [0.0199, 0.5138, -0.6262], [0.3508, 0.1173, 0.6217], [-0.3526, -0.4576, -0.1943], [-0.0214, -0.0246, -0.1583], [0.1109, 0.0098, -0.3757], [0.1433, -0.1484, -0.1353], [0.0147, 0.1125, -0.0400], [-0.0564, -0.1232, 0.0884], [-0.0468, 0.0440, 0.1926], [-0.1943, -0.0111, 0.1862], [-0.2415, 0.0501, 0.0802], [0.2486, 0.1966, 0.3300], [-0.0191, -0.0763, 0.0809], [-0.0523, 0.1230, -0.0878], [0.0112, -0.0194, 0.0119], [-0.2542, -0.3222, 0.1955], [0.0238, -0.0133, 0.0097], [-0.0444, 0.0471, 0.0633], [0.1555, -0.0740, 0.0325], [-0.0457, 0.0203, -0.0025], [-0.1357, 0.0377, -0.1287], [-0.0270, 0.0126, -0.0087], [0.0112, 0.0138, -0.0235], [-0.0017, -0.0279, 0.0222], [-0.0013, -0.0463, 0.0058], [0.0098, 0.0056, -0.0149], [-0.0032, 0.0179, -0.0266], [-0.0004, 0.0023, -0.0194], [-0.0123, -0.0157, 0.0915], [-0.0025, -0.0016, -0.0187], [0.2736, 0.3168, -0.1992], [0.0010, -0.0022, -0.0258]], "gap_ev": 9.283, "homo_energy_ev": -8.91, "smiles": "CCP(C)OC(=O)O.ClC(Cl)Cl.ClC(Cl)Cl.ClC(Cl)Cl.ClC(Cl)Cl", "charge": 0, "e_tot_ha": -6402.0162}

=====

no.,maximum force (Eh/bohr)
1,0.011
2,0.011
3,0.035
4,0.018